Entry 1:
Molecular formula: C32H74BBrClNO25P2S6
Method: DFT, ωB97M-V with the def2-TZVPD basis set

ORCA input file:
```
! wB97M-V def2-TZVPD RIJCOSX def2/J DEFGRID3
* xyz 0 1
C 4.40528 -2.35055 2.67276
C 3.96605 -1.32814 1.63163
O 2.71850 -0.73992 2.05943
P 2.00009 0.38344 1.18610
O 0.55104 0.30213 1.40075
C 2.33946 0.13034 -0.57216
C 1.35281 -0.93405 -1.04994
C 1.63884 -1.45489 -2.44268
Br 1.68653 0.10394 -3.63399
O 2.87564 -2.12605 -2.32152
C 3.80684 -2.18128 -3.40109
C 4.45926 -3.56804 -3.44494
C 5.29838 -3.97676 -2.23874
C 4.52092 -4.30561 -0.96199
C 5.36942 -5.24551 -0.08960
S 4.50774 -5.91665 1.32361
O 4.99111 -5.30023 2.50691
O 4.57445 -7.34058 1.22857
O 2.99416 -5.49424 1.12702
P 5.29428 -1.04341 -3.23714
O 5.20637 -0.66183 -1.64364
Cl 4.76549 0.75933 -4.07294
C 0.39334 -2.33478 -2.92553
C 0.74009 -3.66798 -3.58017
C 0.97855 -4.80514 -2.58506
O -0.39563 -2.60662 -1.77902
C -1.78491 -2.32782 -1.72321
C -2.06906 -2.28295 -0.20940
C -3.47854 -2.02136 0.25743
C -3.65659 -0.84074 1.19547
N -4.44215 -2.78076 -0.07157
B -2.55204 -3.63485 -2.31956
O -2.84914 -3.80951 -3.65156
O -2.80850 -4.64911 -1.43224
S -2.22977 -0.79140 -2.58937
C -3.90945 -0.37483 -2.24366
O -1.39497 0.29061 -2.13531
O -2.17084 -1.01007 -4.00994
O 2.49850 1.83633 1.59180
C 3.90592 2.09815 1.81620
C 4.71377 2.22203 0.54519
H 3.56355 -2.53242 3.33290
H 4.68576 -3.29041 2.21081
H 5.21380 -1.96084 3.28055
H 3.81977 -1.82621 0.67319
H 4.72693 -0.56984 1.46975
H 2.16352 1.09771 -1.03042
H 3.37752 -0.16578 -0.70777
H 0.38122 -0.46646 -1.01018
H 1.42371 -1.76788 -0.35664
H 3.34534 -2.03149 -4.37424
H 3.72342 -4.32850 -3.67658
H 5.14192 -3.53057 -4.29464
H 5.83014 -4.88213 -2.52932
H 6.08012 -3.25763 -1.99317
H 4.35412 -3.40600 -0.37267
H 3.59562 -4.81578 -1.16881
H 6.28183 -4.78131 0.26414
H 5.60120 -6.12593 -0.67979
H 2.58853 -6.17915 0.57698
H 4.97626 -1.47342 -1.17195
H -0.07932 -1.75081 -3.70393
H -0.15774 -3.92513 -4.14127
H 1.51340 -3.55519 -4.32984
H 0.04560 -5.34276 -2.42471
H 1.28173 -4.44400 -1.60955
H 1.67425 -5.54479 -2.96915
H -1.73961 -3.24771 0.16363
H -1.39569 -1.54764 0.22935
H -2.73036 -0.66908 1.73613
H -3.92840 0.06081 0.66338
H -4.40437 -1.11132 1.93475
H -5.31556 -2.46148 0.34014
H -2.48475 -4.65400 -3.93327
H -3.76664 -4.73997 -1.34732
H -4.54948 -1.24951 -2.24399
H -3.98026 0.20641 -1.33712
H -4.18792 0.25232 -3.08338
H 4.30932 1.36542 2.51076
H 3.93592 3.04876 2.33841
H 4.19398 2.80843 -0.20496
H 5.63081 2.75693 0.78356
H 5.02249 1.27130 0.11982
O -7.35502 -4.18027 -2.01146
S -7.01057 -3.59150 -3.26845
O -6.35923 -2.31771 -3.30018
O -8.30586 -3.53781 -4.18192
C -9.49423 -2.93026 -3.62513
C -9.42754 -1.41678 -3.62008
C -6.09944 -4.73143 -4.24547
H -9.67008 -3.32811 -2.62502
H -10.30674 -3.27268 -4.26184
H -8.67024 -1.05477 -2.92646
H -10.39142 -1.00610 -3.31975
H -9.17442 -1.04122 -4.61105
H -6.62260 -5.68352 -4.24666
H -5.11649 -4.82967 -3.79152
H -6.00516 -4.32923 -5.25019
O 5.14638 3.50755 -1.68835
S 6.34653 4.14482 -2.13567
O 7.51463 4.11959 -1.31282
O 6.00596 5.64973 -2.51487
C 5.31425 6.44603 -1.52763
C 6.22869 6.92381 -0.41803
C 6.75612 3.59525 -3.75273
H 4.46769 5.88134 -1.13476
H 4.91454 7.29246 -2.08163
H 6.57557 6.09417 0.19597
H 5.69532 7.62568 0.22323
H 7.10721 7.41768 -0.83205
H 5.87015 3.65588 -4.37760
H 7.09032 2.56471 -3.66798
H 7.55457 4.22211 -4.14059
O -1.76481 2.33724 5.51582
S -0.51999 2.79271 4.96057
O 0.68749 2.61884 5.71085
O -0.68104 4.33344 4.59230
C -1.18103 5.20147 5.62991
C -0.12318 5.56349 6.65431
C -0.30729 2.17023 3.33707
H -2.05020 4.73943 6.09483
H -1.52892 6.09448 5.11716
H 0.18074 4.69503 7.23671
H -0.51546 6.31599 7.33899
H 0.76677 5.95723 6.16315
H -1.22337 2.35612 2.78313
H -0.12193 1.10494 3.39864
H 0.53342 2.66908 2.87017
O -5.47438 5.65212 7.17452
S -5.35265 5.01980 5.89701
O -4.36724 5.47555 4.96815
O -6.77910 5.01799 5.19375
C -7.47469 6.27971 5.09808
C -6.92446 7.16727 4.00004
C -5.18530 3.28159 6.09168
H -7.45301 6.78055 6.06681
H -8.50884 6.01420 4.88918
H -5.91635 7.50674 4.23212
H -7.56196 8.04322 3.87865
H -6.88107 6.62545 3.05565
H -5.95709 2.92989 6.77029
H -4.19450 3.09964 6.50506
H -5.27231 2.81317 5.11567
*
```

- DFT total energy: -253894.1141 eV
- Kohn-Sham gap: 9.2 eV
- LUMO: 0.097 eV

These are the Mulliken partial charges, in e, on atoms 1 to 5: C -1.351; C 2.247; O -0.312; P 0.286; O -0.829

Entry 2:
Molecular formula: C32H74N2O24S6
Method: DFT, ωB97M-V with the def2-TZVPD basis set

ORCA input file:
```
! wB97M-V def2-TZVPD RIJCOSX def2/J DEFGRID3
* xyz 0 1
O 4.14240 5.60491 2.06311
S 3.32586 5.59774 0.90021
O 3.93747 5.65162 -0.38893
O 2.39574 4.31689 0.82758
C 1.55867 3.82779 1.88822
C 0.23784 3.48402 1.25385
C 2.18967 6.90063 1.08457
H 1.44616 4.61451 2.60178
H 2.05663 2.95979 2.31410
H -0.47866 3.17371 2.06628
H 0.39451 2.60714 0.59385
H -0.19112 4.33334 0.74412
H 1.43927 7.01300 0.31929
H 2.90578 7.70557 0.93952
H 1.77606 6.98962 2.08356
O 3.35489 -0.01881 -1.86458
S 3.37276 1.13478 -1.01428
O 2.64693 1.07764 0.27279
O 4.88660 1.44878 -0.65415
C 5.28662 2.55093 0.21986
C 6.68098 2.20532 0.75297
C 2.94355 2.54012 -1.93569
H 4.63267 2.50773 1.10012
H 5.29772 3.43994 -0.35340
H 7.37874 2.32972 -0.13255
H 6.70077 1.25446 1.22760
H 6.87819 2.99020 1.43960
H 3.11115 3.38983 -1.28806
H 1.86351 2.45442 -2.08821
H 3.45667 2.55926 -2.88403
O 3.42253 1.35434 3.60976
S 4.59901 1.18179 4.46030
O 5.68042 2.08959 4.35530
O 4.05976 1.24615 5.94542
C 5.02516 1.37310 7.07740
C 4.18999 1.85979 8.27115
C 5.32642 -0.50740 4.21157
H 5.81547 2.02222 6.72480
H 5.40738 0.38271 7.32374
H 4.61727 1.63481 9.24794
H 3.27709 1.32226 8.29623
H 3.91485 2.90078 8.18798
H 4.75601 -1.12886 4.91040
H 6.33454 -0.37719 4.65454
H 5.31545 -0.65465 3.15731
O -3.99982 -5.93193 -1.79774
S -2.86555 -5.98689 -0.91783
O -1.88098 -4.91454 -0.91066
O -3.53567 -6.06757 0.52511
C -2.61214 -6.02351 1.73340
C -2.69371 -4.57445 2.22900
C -2.01573 -7.54538 -1.06624
H -1.61933 -6.41934 1.38673
H -3.02840 -6.70732 2.41144
H -2.24685 -4.54956 3.25306
H -3.70690 -4.26873 2.30864
H -2.08376 -3.87781 1.59815
H -2.67786 -8.43835 -1.21127
H -1.34782 -7.72608 -0.24154
H -1.43067 -7.46030 -2.00118
O -4.95628 -0.83634 -4.86734
S -4.21129 -1.78701 -4.11258
O -2.76319 -1.82749 -4.24013
O -4.57703 -1.66491 -2.58558
C -3.68600 -1.89819 -1.48221
C -4.57873 -2.27686 -0.39678
C -4.90992 -3.35857 -4.43335
H -3.07977 -1.02411 -1.29238
H -2.98619 -2.66215 -1.86374
H -5.35400 -1.48512 -0.37300
H -4.15011 -2.37219 0.63580
H -5.13211 -3.19818 -0.64255
H -4.40080 -4.13548 -3.83198
H -4.96210 -3.48216 -5.53821
H -5.93223 -3.16852 -4.10197
O -2.16812 2.05456 0.50133
S -3.47613 1.75889 1.07550
O -4.24768 2.97904 1.38657
O -4.37020 1.00867 0.00054
C -5.40946 1.77536 -0.82826
C -6.85032 1.27842 -0.54873
C -3.43233 0.56672 2.31158
H -5.14352 1.45236 -1.85910
H -5.26734 2.81844 -0.60211
H -6.89868 0.31510 -1.02924
H -7.52948 2.02634 -1.03064
H -6.92223 1.07944 0.49041
H -4.41389 0.51881 2.86485
H -2.64640 0.79454 3.09707
H -3.21422 -0.42747 1.89266
O 1.48751 2.57798 -4.58451
C 1.03494 1.46516 -4.80828
O 0.07002 1.24332 -5.70323
C -0.60049 0.09758 -5.46551
C 0.34629 -0.80013 -4.73360
C 1.27291 0.19852 -4.05375
H -0.98343 -0.27416 -6.40331
H -1.46600 0.40784 -4.86380
H 0.84412 -1.22513 -5.55959
H -0.09692 -1.48293 -4.08034
H 2.37675 -0.02055 -4.06478
H 0.97381 0.34486 -2.97122
O -1.77887 1.92973 -2.80075
C -1.25790 2.99650 -2.96116
O -0.21332 3.41194 -2.27722
C 0.22749 4.72166 -2.60518
C -1.07050 5.35697 -3.27348
C -1.67846 4.06564 -3.96362
H 1.05781 4.70789 -3.32226
H 0.57948 5.22218 -1.71360
H -0.90215 6.27252 -3.88585
H -1.73625 5.64504 -2.43200
H -1.21060 3.83100 -4.93412
H -2.73149 4.12439 -4.06690
C 1.13800 -5.22803 -1.31812
C 0.77725 -5.41880 0.16982
O 0.48105 -6.54774 0.57373
N 0.92914 -4.34219 1.01348
C 0.77395 -4.64370 2.40165
H 0.78415 -6.14935 -1.76222
H 2.20213 -5.17273 -1.58391
H 0.60668 -4.36372 -1.72713
H 1.31205 -3.48602 0.70546
H 1.48193 -5.35673 2.76151
H -0.14555 -5.12927 2.61820
H 0.88466 -3.70091 2.93869
C -0.45912 -1.25586 -0.85737
C -0.40275 -1.27702 0.65518
O -1.26750 -1.87225 1.27413
N 0.69602 -0.61539 1.14989
C 0.88625 -0.50089 2.56166
H -1.07568 -2.01186 -1.31962
H 0.47105 -1.25979 -1.37042
H -0.88687 -0.32062 -1.16353
H 1.45733 -0.23508 0.61976
H 1.79075 0.00355 2.70101
H 1.01211 -1.55687 2.94744
H 0.05385 -0.05083 3.12030
*
```

- DFT total energy: -151513.2361 eV
- Kohn-Sham gap: 9.5 eV
- LUMO: 0.168 eV

These are the Mulliken partial charges, in e, on atoms 1 to 5: O -0.658; S 1.426; O -0.690; O -0.051; C -0.243